No. 1
79
Properties=species:S:1:pos:R:3 method="wB97M-V/def2-TZVPD" lumo_energy_ev="-8.40 / -8.20" e_above_lowest_kj_mol=473.74 gap_ev="3.7 / 3.9" total_charge=+2
Hg 0.12 1.07 -0.68
Br -2.16 -4.04 -1.92
P -3.60 -0.82 2.40
P 0.94 1.82 1.45
O 2.25 -2.34 1.02
N 2.72 2.56 -7.56
C 2.89 1.25 -7.31
C 0.56 -1.53 -2.80
C -1.39 -2.84 -3.18
C 1.83 0.95 -3.68
C 3.55 0.98 0.58
C 2.48 -3.30 2.07
C 2.07 1.57 -4.99
C 2.66 2.19 0.82
C -2.02 -1.29 3.25
C -0.28 4.38 1.53
C 0.63 0.98 -2.95
C 1.77 2.89 -5.38
C 2.60 0.73 -6.03
C -4.67 1.66 2.83
C 2.37 1.24 3.69
C -4.86 -2.49 0.62
C -2.10 -1.67 -3.48
C 2.14 3.36 -6.67
C -0.19 -0.30 -2.88
C -3.53 0.99 2.07
C 1.26 0.68 2.80
C -1.54 -0.39 -3.28
C 0.03 -2.75 -3.21
C 0.44 3.32 2.37
C -3.56 -1.71 0.79
C -2.36 -2.16 4.46
C 2.05 -4.73 1.73
H 0.31 0.56 3.35
H -3.66 1.13 1.00
H 0.48 4.93 0.96
H 2.59 0.18 -3.47
H 1.52 -0.29 2.33
H 4.41 0.97 1.27
H 2.74 -5.16 0.99
H 1.91 -2.91 2.91
H -3.07 -1.78 -3.91
H 2.75 -0.34 -5.86
H -5.13 -3.01 1.55
H 2.71 -2.68 0.24
H -2.60 -3.19 4.17
H -0.13 3.01 3.27
H -5.58 1.08 2.68
H 2.49 2.73 -0.11
H -3.20 -1.73 5.01
H 2.10 -5.34 2.65
H 2.15 2.24 4.11
H -1.50 -2.20 5.14
H -4.87 2.66 2.47
H 2.56 0.57 4.54
H 1.40 3.73 2.72
H 3.30 1.34 3.13
H -2.69 -2.38 0.85
H 3.27 0.59 -8.12
H -4.49 1.72 3.91
H 0.22 1.98 -2.75
H 1.96 4.39 -6.98
H 3.11 2.88 1.55
H -1.03 3.94 0.85
H -3.38 -0.98 -0.02
H 1.55 -1.49 -2.34
H -1.35 -1.78 2.53
H -2.53 1.33 2.36
H -1.56 -0.35 3.55
H -2.13 0.53 -3.31
H -0.78 5.05 2.25
H 0.63 -3.64 -3.36
H -5.69 -1.83 0.36
H 3.55 -3.33 2.36
H 1.02 -4.77 1.33
H -4.77 -3.23 -0.17
H 3.05 -0.01 0.70
H 1.27 3.58 -4.71
H 3.96 1.03 -0.44

No. 2
79
Properties=species:S:1:pos:R:3 method="wB97M-V/def2-TZVPD" lumo_energy_ev=-7.58 e_above_lowest_kj_mol=0.00 gap_ev=6.1 total_charge=+2
Br -6.40 -3.16 1.41
S 0.12 0.28 1.55
P 1.99 -0.78 -2.26
P -1.64 -0.03 -1.35
Mg 0.16 -1.40 -0.64
N 3.01 -6.36 1.11
C -2.31 -3.36 1.34
C 2.67 0.87 -1.93
C -3.10 -0.20 -0.26
C -4.43 -3.84 -0.45
C -0.70 -3.32 -0.55
C 3.85 1.25 -2.80
C -0.98 1.66 -1.50
C 1.99 -4.29 1.74
C 1.68 0.63 2.38
C 1.07 -2.17 -4.53
C -4.53 0.00 -0.76
C -3.61 -3.34 1.81
C -1.88 2.89 -1.64
C 4.15 -1.98 -0.89
C 1.79 -5.08 -0.56
C 0.40 -3.17 0.32
C 2.70 -5.45 2.03
C -0.99 -0.09 2.95
C 3.41 -1.92 -2.23
C 1.52 -0.80 -4.03
C -2.05 -3.49 -0.04
C 2.56 -6.17 -0.15
C -3.12 -3.76 -0.93
C 1.43 -4.16 0.45
C -4.68 -3.54 0.91
C -2.90 -0.14 -3.99
C -2.03 -0.82 -2.94
H 0.72 -0.05 -4.15
H -1.53 0.82 3.23
H 3.49 -1.82 -0.01
H -0.37 1.84 -0.57
H 1.90 -2.88 -4.52
H -0.57 -3.67 -1.58
H 4.97 -1.25 -0.87
H 1.81 0.00 3.27
H -2.94 0.51 0.56
H 0.41 -2.46 1.19
H 4.08 -1.61 -3.05
H -5.17 -0.23 0.09
H -3.76 -3.12 2.87
H 1.74 -3.58 2.53
H -5.24 -3.99 -1.16
H 2.40 -0.45 -4.60
H 1.45 -4.99 -1.60
H -2.88 -0.82 -4.85
H -2.61 2.99 -0.84
H -1.19 3.75 -1.57
H 4.59 -2.98 -0.76
H -2.36 2.96 -2.62
H -0.40 -0.47 3.79
H 3.05 -5.65 3.05
H 3.98 2.34 -2.75
H 0.24 -2.59 -3.93
H 1.75 1.70 2.65
H -2.50 -1.77 -2.68
H 2.44 0.39 1.64
H -1.69 -0.86 2.60
H -4.73 1.04 -1.05
H 1.83 1.57 -2.05
H -3.95 -0.04 -3.70
H 4.79 0.80 -2.44
H -1.06 -1.07 -3.43
H -2.89 -3.93 -1.99
H -0.28 1.66 -2.34
H 0.71 -2.07 -5.57
H 3.01 -2.92 -2.49
H 3.71 0.98 -3.85
H 2.94 0.88 -0.86
H -3.04 -1.22 0.18
H -4.83 -0.67 -1.58
H -1.48 -3.32 2.04
H 2.84 -6.93 -0.90
H -2.51 0.83 -4.33

No. 3
81
Properties=species:S:1:pos:R:3 method="wB97M-V/def2-TZVPD" lumo_energy_ev=0.69 smiles="COCCCCCCCCCC[PH](OC[C@H](C)C(C)C)(OC(=O)c1ccccc1)[C@@H](Cl)[C@H](C)Cl" gap_ev=10.1
Cl 3.14 0.14 -1.62
Cl -0.56 -1.15 -3.57
P 0.21 -1.43 -0.66
O -0.32 0.24 -0.48
O 1.21 1.42 0.65
O 0.80 -3.05 -0.86
O 0.47 4.83 1.28
C 3.92 -5.45 2.31
C 1.62 0.22 -2.56
C -0.21 5.33 0.14
C -0.71 0.93 1.90
C -1.71 -0.19 3.79
C -4.23 1.63 -0.75
C 0.11 0.88 0.64
C -4.49 0.17 -1.16
C -3.20 -0.63 -1.51
C 4.73 -4.34 0.25
C -2.16 1.02 4.29
C -1.19 2.13 2.38
C 2.06 -3.35 2.14
C -1.45 -2.17 -0.35
C 2.06 0.38 -4.04
C 2.14 -3.27 -0.43
C 3.49 -5.05 0.87
C -0.20 4.36 -1.06
C -2.05 2.72 -1.56
C 2.20 -4.16 0.83
C -1.90 2.15 3.55
C -3.56 2.48 -1.87
C 1.87 4.96 1.14
C -1.00 -0.20 2.62
C -1.60 4.19 -1.71
C 0.82 -1.08 -2.42
C -2.67 -1.25 -0.19
H -2.47 0.07 -1.92
H 5.62 -4.93 0.47
H -4.90 -0.33 -0.27
H -2.36 4.81 -1.23
H 1.04 1.12 -2.33
H 1.32 -4.81 0.76
H -1.00 3.06 1.84
H 2.69 1.27 -4.15
H -5.24 0.09 -1.95
H -1.47 2.05 -2.20
H -3.43 -1.46 -2.19
H -0.65 -1.16 2.24
H -1.25 5.50 0.46
H -3.71 1.70 0.21
H 2.74 -2.35 -0.33
H -2.26 3.10 3.94
H -1.65 -2.90 -1.14
H 0.24 3.41 -0.76
H 0.20 6.31 -0.13
H 1.48 -1.88 -2.74
H 1.31 -2.56 2.03
H -1.34 -2.73 0.59
H -5.23 2.08 -0.58
H 1.22 0.51 -4.71
H -1.50 4.38 -2.78
H 2.70 -0.47 -4.29
H 2.99 -2.90 2.49
H 1.04 -1.23 0.46
H 4.74 -6.16 2.19
H -3.50 -1.91 0.14
H -3.63 1.88 -2.79
H 4.36 -4.57 2.79
H -4.10 3.41 -2.04
H -2.57 -0.50 0.60
H -1.86 -1.13 4.31
H 2.63 -3.86 -1.22
H 3.11 -5.88 2.90
H 2.33 4.55 2.05
H 2.24 4.40 0.27
H -2.69 1.02 5.23
H 0.46 4.78 -1.83
H 4.77 -3.34 0.69
H 4.61 -4.28 -0.83
H -1.85 2.41 -0.53
H 1.68 -4.01 2.93
H 2.19 6.01 1.05
H 3.27 -6.00 0.37